{"formula": "C10H22BrGaNO3", "method": "wB97M-V/def2-TZVPD", "species": ["Br", "Ga", "O", "O", "O", "N", "C", "C", "C", "C", "C", "C", "C", "C", "C", "C", "H", "H", "H", "H", "H", "H", "H", "H", "H", "H", "H", "H", "H", "H", "H", "H", "H", "H", "H", "H", "H", "H"], "xyz": [[0.64202, 1.56506, 4.80652], [0.45579, 1.73972, 2.40206], [-1.19571, 2.49644, 1.94058], [0.26958, -3.58128, -3.60893], [1.13495, -0.91305, -2.69637], [-0.27481, -1.54761, 3.17358], [-3.55072, 2.81278, 2.19392], [1.04905, -2.06431, -1.87168], [-0.12762, -0.38489, -3.05740], [1.29616, -3.33134, -2.65749], [2.32165, 3.95209, 2.69608], [-0.34201, -1.01676, 2.01777], [0.63060, -3.22424, -4.92687], [-2.29899, 2.12370, 2.74775], [1.94726, 2.98505, 1.81910], [0.66033, -0.06298, 1.48284], [-3.65912, 3.79751, 2.65186], [-2.11609, 2.43738, 3.78009], [2.27302, -3.28567, -3.14981], [0.08076, -2.10592, -1.36431], [-4.43303, 2.20851, 2.42098], [1.05644, -2.21867, -4.97031], [2.43083, 2.85953, 0.84808], [0.03806, 0.35154, -3.84255], [0.46992, 0.04411, 0.41333], [-1.07479, -2.15930, 3.32199], [1.62914, 4.73932, 2.99153], [-1.19929, -1.25411, 1.36972], [1.82414, -1.96930, -1.10576], [1.64297, -0.50528, 1.65630], [-3.44318, 2.94604, 1.11841], [-2.42113, 1.03299, 2.67563], [1.35186, -3.94021, -5.33914], [-0.79813, -1.16252, -3.43380], [-0.59567, 0.11400, -2.20246], [1.30408, -4.17852, -1.96488], [3.29516, 3.95128, 3.19763], [-0.27350, -3.25113, -5.53399]], "nbo_charge": [-0.565, 1.504, -0.945, -0.553, -0.552, -0.669, -0.625, -0.093, -0.254, -0.088, -0.388, 0.139, -0.252, -0.055, -0.729, -0.978, 0.192, 0.163, 0.169, 0.181, 0.184, 0.181, 0.199, 0.185, 0.212, 0.315, 0.175, 0.127, 0.196, 0.237, 0.210, 0.134, 0.159, 0.170, 0.181, 0.183, 0.162, 0.185], "charge": -1, "e_homo_ev": -3.682, "total_energy_ev": -140776.981}


{"formula": "C22H37N3O3", "method": "wB97M-V/def2-TZVPD", "species": ["O", "O", "O", "N", "N", "N", "C", "C", "C", "C", "C", "C", "C", "C", "C", "C", "C", "C", "C", "C", "C", "C", "C", "C", "C", "C", "C", "C", "H", "H", "H", "H", "H", "H", "H", "H", "H", "H", "H", "H", "H", "H", "H", "H", "H", "H", "H", "H", "H", "H", "H", "H", "H", "H", "H", "H", "H", "H", "H", "H", "H", "H", "H", "H", "H"], "xyz": [[-3.89291, 4.07574, 3.35163], [-2.29358, 1.17668, -0.63021], [-4.12286, -0.84318, 5.01166], [-2.49654, 1.24330, 1.58183], [-4.31421, 3.63507, 4.62944], [-5.60627, 0.66869, 5.78564], [-0.42834, -2.76165, 1.47078], [-3.75947, 1.78824, 3.40380], [-1.95475, -0.95522, 0.44209], [-6.96509, -4.13732, 3.11758], [-7.25600, -3.79902, 4.58269], [-7.65590, -3.23503, 2.09143], [-2.84713, 2.67924, 1.43192], [-6.45213, -1.19456, 3.12013], [-3.07136, 3.01677, 2.88472], [-3.27190, -1.73157, 0.70830], [-0.89121, -1.30724, 1.50251], [-7.71612, -1.75076, 2.46166], [-2.79689, 0.71682, 2.93955], [-5.28406, -0.50005, 5.16167], [-6.44202, -1.33783, 4.65197], [-6.28953, -2.76953, 5.16780], [-2.25333, 0.55944, 0.42437], [-4.51470, -1.11933, 0.06779], [-4.59819, 1.69567, 5.99962], [-1.45445, -1.33961, -0.96518], [-4.16652, 2.36607, 4.72854], [-0.08731, -0.78996, -1.35727], [-4.69142, 1.65621, 2.83158], [-3.43175, -1.84815, 1.78406], [0.14882, -1.07407, -2.38375], [-1.90256, 0.68001, 3.56590], [-3.13666, -2.74473, 0.32281], [-2.19159, -1.00474, -1.69452], [-6.39408, -2.74901, 6.25651], [-3.73798, 1.21942, 6.47089], [-4.99040, 2.45101, 6.67670], [-5.88115, -4.10086, 2.96954], [-8.29357, -3.46741, 4.69971], [-1.28130, -1.10631, 2.49867], [0.27025, -2.94896, 2.28699], [-7.38213, -0.91934, 5.03100], [0.07877, -3.01275, 0.53934], [0.70999, -1.18030, -0.72198], [-7.93248, -1.17951, 1.55626], [-4.37259, -0.94903, -0.99961], [-8.67771, -3.58760, 1.92721], [-1.26510, -3.45119, 1.59408], [-6.36973, -0.12918, 2.88019], [-7.16308, -4.70825, 5.18042], [-3.23974, -0.26842, 2.90333], [-0.07262, 0.29725, -1.30299], [-5.55498, -1.66865, 2.71249], [-2.03613, 3.22135, 0.95233], [-6.56539, 0.97050, 5.73246], [-2.09767, 3.10950, 3.38992], [-5.37578, -1.77812, 0.19224], [-5.26517, -3.09099, 4.96219], [-1.43312, -2.43117, -1.01670], [-7.14225, -3.34700, 1.13247], [-3.74983, 2.80117, 0.82856], [-8.56222, -1.57134, 3.13215], [-4.76689, -0.15629, 0.51915], [-0.02844, -0.64812, 1.37405], [-7.25596, -5.16988, 2.91306]], "nbo_charge": [-0.366, -0.642, -0.650, -0.456, -0.092, -0.610, -0.610, -0.308, -0.133, -0.404, -0.404, -0.394, -0.223, -0.394, 0.088, -0.386, -0.399, -0.407, -0.203, 0.705, -0.294, -0.393, 0.719, -0.616, -0.264, -0.383, 0.208, -0.618, 0.215, 0.198, 0.212, 0.203, 0.210, 0.225, 0.209, 0.234, 0.233, 0.196, 0.194, 0.207, 0.215, 0.193, 0.205, 0.193, 0.216, 0.220, 0.204, 0.204, 0.207, 0.214, 0.242, 0.224, 0.212, 0.223, 0.397, 0.169, 0.208, 0.219, 0.196, 0.202, 0.211, 0.195, 0.199, 0.210, 0.213], "smiles": "CCC(CC)(CC)C(=O)N1C[C@H]2ON=C(CNC(=O)C3CCCCCC3)[C@@H]2C1", "e_homo_ev": -9.308, "total_energy_ev": -34026.835, "e_above_lowest_kcal_mol": 41.53}


{"formula": "C24H50Br4N6O4", "method": "wB97M-V/def2-TZVPD", "species": ["Br", "Br", "Br", "Br", "O", "O", "O", "O", "N", "N", "N", "N", "N", "N", "C", "C", "C", "C", "C", "C", "C", "C", "C", "C", "C", "C", "C", "C", "C", "C", "C", "C", "C", "C", "C", "C", "C", "C", "H", "H", "H", "H", "H", "H", "H", "H", "H", "H", "H", "H", "H", "H", "H", "H", "H", "H", "H", "H", "H", "H", "H", "H", "H", "H", "H", "H", "H", "H", "H", "H", "H", "H", "H", "H", "H", "H", "H", "H", "H", "H", "H", "H", "H", "H", "H", "H", "H", "H"], "xyz": [[2.88156, -3.74488, 4.67675], [6.55399, 3.06750, 3.26115], [4.19176, 0.30443, 2.91374], [4.35867, 6.35760, 0.87828], [-4.41398, 2.14950, 1.15721], [4.33849, -5.15011, -4.93270], [-2.72896, -1.05795, -6.36710], [-1.76510, 1.94495, 5.62595], [-0.89755, 2.23522, 3.53790], [-0.60870, -0.61675, -5.64274], [-3.97128, -4.82723, 4.05492], [2.55869, -4.62715, -3.62762], [2.43357, 2.40723, 0.70850], [-3.16834, 3.73933, 0.11717], [-1.21108, 2.62609, 4.79810], [1.86165, -0.04512, 0.04504], [3.25338, -5.03249, -2.40121], [-1.37473, 0.98243, 3.00424], [-0.41038, 3.20300, 2.56459], [0.75646, -0.20194, -0.97905], [5.56878, 5.40429, 2.07838], [0.79637, -0.57801, -5.97224], [-3.05158, 3.02624, -1.13353], [3.98240, -1.23920, 4.09926], [1.17683, -4.23226, -3.54464], [-0.64267, 0.16550, -0.54711], [-3.82537, 3.21357, 1.17263], [3.20981, -4.74477, -4.81055], [-1.55521, -0.89309, -6.58560], [-2.49281, 5.00707, 0.22879], [-5.52901, -3.64257, 2.32443], [-0.94990, -0.60931, -4.26880], [2.15351, 1.32504, 0.44969], [-4.76190, -2.79865, 1.33292], [-4.65940, -4.30105, 3.30109], [5.27354, 3.93734, 2.04337], [3.09616, -2.24003, 3.41643], [-4.18372, -1.53399, 1.94676], [5.48866, 3.48040, 1.08361], [2.50584, -5.19985, -1.62716], [-1.32242, 0.13508, -1.39735], [3.88255, -4.20814, -2.05917], [-3.93365, -3.37111, 0.89863], [0.25128, 3.91651, 3.05262], [3.50807, -0.90307, 5.01269], [0.62462, -4.86820, -2.84327], [-0.69807, 1.16446, -0.10464], [1.77687, -0.71958, 0.89985], [2.59246, -4.40350, -5.66445], [-1.48684, 4.97425, -0.19496], [0.21506, 2.68980, 1.83774], [-0.57524, 0.46825, 2.46989], [4.97623, -1.63325, 4.26365], [-1.01697, -0.52966, 0.20716], [-5.01015, -0.90749, 2.29688], [0.96011, -0.57861, -7.05064], [-1.26323, 3.66762, 2.07541], [-3.64861, -1.72718, 2.88117], [3.82803, -5.93598, -2.56522], [3.49796, -2.68280, 2.51364], [-2.03358, -0.69491, -4.19009], [-3.03369, 5.76336, -0.35446], [-1.71367, 0.37725, 3.84263], [2.80973, -0.38288, -0.40014], [-3.77347, 3.79788, 2.10243], [0.65503, -4.34452, -4.49374], [1.05977, 0.35521, -1.86868], [-0.67885, 0.30394, -3.72265], [-3.13010, 1.95559, -0.98078], [1.26736, 0.31954, -5.56906], [6.57804, 5.58486, 1.72084], [1.03268, -3.22418, -3.13519], [1.32202, -1.46503, -5.59764], [-2.41823, 5.34965, 1.25574], [-2.06474, 3.24022, -1.56276], [-6.22099, -3.02836, 2.91798], [-2.23591, 1.15503, 2.34801], [-3.75444, 3.38722, -1.89036], [-0.48272, -1.40624, -3.67561], [-6.18911, -4.38710, 1.87511], [-3.54623, -1.03597, 1.22368], [4.26914, 3.64478, 2.33178], [-0.90520, 3.67401, 4.97563], [5.45175, 5.86243, 3.05212], [-1.11749, -0.90837, -7.59822], [0.74403, -1.26103, -1.25367], [-5.36522, -2.54206, 0.46066], [2.07755, -1.89809, 3.27589]], "mulliken_charge": [-0.154, -0.176, -0.143, -0.177, -0.569, -0.573, -0.552, -0.569, 0.171, 0.152, -0.419, 0.128, -0.439, 0.240, 0.054, -0.174, -0.973, -0.432, -0.669, -0.371, -0.624, -0.784, -0.996, -0.536, -0.981, -0.580, 0.032, 0.096, 0.168, -1.055, -0.507, -0.734, -0.014, -0.495, 0.229, -0.477, -0.576, -0.846, 0.397, 0.349, 0.293, 0.291, 0.331, 0.468, 0.410, 0.369, 0.000, 0.203, 0.315, 0.339, -0.202, 0.031, 0.390, 0.273, 0.348, 0.320, 0.328, 0.366, 0.342, 0.413, 0.325, 0.345, 0.359, 0.412, 0.384, 0.393, 0.360, 0.221, 0.214, 0.287, 0.384, 0.229, 0.212, 0.409, 0.345, 0.268, 0.071, 0.358, 0.136, 0.330, 0.068, 0.255, 0.317, 0.391, 0.261, 0.076, 0.326, 0.217], "smiles": "CN(C)C=O.CN(C)C=O.CN(C)C=O.CN(C)C=O.BrCCBr.BrCCBr.CCCC#N.CCCC#N", "e_homo_ev": -9.354, "total_energy_ev": -322999.068, "e_above_lowest_kcal_mol": 0.00}


{"formula": "C4H7NO4", "method": "wB97M-V/def2-TZVPD", "species": ["O", "O", "O", "O", "N", "C", "C", "C", "C", "H", "H", "H", "H", "H", "H", "H"], "xyz": [[0.27379, -1.86786, -0.00318], [-1.91264, -0.30213, 1.31523], [2.44069, -1.15257, -0.03642], [-2.73476, -0.33161, -0.70833], [1.58788, 1.54915, 0.06459], [-0.61505, 0.67888, -0.41593], [-1.76681, -0.05212, 0.15757], [1.22162, -0.93504, 0.08003], [0.68476, 0.45070, 0.36778], [2.04500, 1.29269, -0.82206], [2.35473, 1.59458, 0.75452], [0.74275, -2.69300, -0.14794], [-3.39303, -0.87067, -0.19511], [-0.86523, 1.72625, -0.34149], [-0.46080, 0.40572, -1.47612], [0.39709, 0.50702, 1.40688]], "nbo_charge": [-0.666, -0.607, -0.607, -0.675, -0.807, -0.515, 0.800, 0.769, -0.166, 0.361, 0.373, 0.504, 0.498, 0.264, 0.229, 0.246], "smiles": "N[C@@H](CC(=O)O)C(=O)O", "e_homo_ev": -10.203, "total_energy_ev": -13942.417, "e_above_lowest_kcal_mol": 5.07}


Number 1: LUMO energy 2.639 eV. Number 2: LUMO energy 0.597 eV. Number 3: LUMO energy -0.196 eV. Number 4: LUMO energy 0.553 eV.